[1]
Computed, not measured: the molecule C4H10N2O at a distorted geometry, with ωB97M-V with the def2-TZVPD basis set.

Results
Relative energy (zero: lowest compared OMol25 entry of this formula, charge and spin) ... 51.0 kcal/mol
HOMO-LUMO gap ... 9.9 eV
2S+1 ... 1
F_max ... 0.0433 Eh/bohr

Last column: Mulliken charge in e.
Element x y z (Å)
O  -0.34061  -1.77409  1.08035  -0.472
N  -0.81339  1.78583  1.28302  -0.561
N  -0.17371  -0.03019  -1.09463  -0.386
C  0.42230  -2.06905  0.20483  0.116
C  0.43964  -1.33369  -1.09317  -0.754
C  0.69421  0.99200  -0.50537  -0.495
C  -0.05065  2.14905  0.08908  -0.627
H  1.27174  0.58112  0.33540  0.329
H  1.31580  1.34446  -1.32873  0.354
H  -1.78021  2.09663  1.29925  0.214
H  -0.60240  2.80909  -0.59595  0.318
H  1.14453  -2.88186  0.28030  0.375
H  1.44991  -1.28638  -1.52780  0.364
H  0.68200  2.93138  0.36300  0.277
H  0.01471  -1.96428  -1.89483  0.358
H  -1.08711  -0.10986  -0.65492  0.303
H  -0.76824  0.78054  1.38572  0.286



[2]
Computed, not measured: the ion C4H10N2O with charge +1 at a distorted geometry, with ωB97M-V with the def2-TZVPD basis set.

Results
Relative energy (zero: lowest compared OMol25 entry of this formula, charge and spin) ... 25.6 kcal/mol
HOMO-LUMO gap (spin up / spin down) ... 10.9 / 5.7 eV
2S+1 ... 2
⟨S²⟩ ... 0.76
Charge ... +1
F_max ... 0.0217 Eh/bohr

Last column: Mulliken charge in e.
Element x y z (Å)
O  -0.13109  2.21217  -1.18934  -0.377
N  1.82846  -1.35275  1.71364  -0.608
N  0.25898  0.20038  -0.24652  0.099
C  -0.12717  -1.06142  0.21014  -0.266
C  0.99683  -1.97353  0.67988  -0.702
C  -2.11474  0.97453  -0.50747  -1.034
C  -0.65730  1.23308  -0.78080  0.605
H  2.48718  -0.69866  1.30143  0.225
H  -2.18369  0.82817  0.57513  0.353
H  1.12031  0.57710  0.15065  0.290
H  -2.65655  1.88886  -0.72453  0.307
H  -0.75332  -1.60422  -0.50107  0.356
H  0.54179  -2.88203  1.06716  0.445
H  1.60784  -2.22888  -0.19366  0.360
H  -0.73995  -0.84337  1.10984  0.303
H  2.41390  -2.07874  2.11439  0.275
H  -2.48075  0.09637  -1.03480  0.368